--- A ---
This record from the Open Molecules 2025 dataset describes a structure of composition C36H96O36S12. The level of theory is the ωB97M-V functional and the def2-TZVPD basis.

Computed properties:
E_HOMO: -0.366 Eh
Kohn-Sham gap: 9.8 eV

ORCA input file:
```
! wB97M-V def2-TZVPD RIJCOSX def2/J DEFGRID3
* xyz 0 1
H 12.503 22.387 -12.083
H 17.607 29.894 -9.630
H 19.626 19.860 -6.016
H 21.288 19.856 -8.065
H 14.879 35.820 -10.692
H 17.105 31.634 -7.103
C 15.670 26.673 -14.100
H 17.792 34.658 -11.497
H 18.268 19.760 -9.242
S 15.916 25.301 -1.938
C 24.309 32.085 -8.620
O 20.552 33.407 -14.571
C 16.960 26.471 -8.252
H 16.899 31.822 -12.317
H 14.524 26.520 -3.343
H 20.329 31.489 -12.412
C 15.195 27.951 0.790
O 21.979 26.137 -8.290
O 18.865 38.495 -12.193
S 19.312 34.090 -14.248
H 23.918 27.707 -8.904
C 13.816 23.745 -5.452
H 13.383 34.334 -8.530
H 22.682 28.896 -8.351
O 14.233 32.735 -12.304
H 11.577 26.020 -7.409
S 14.918 25.898 -12.638
O 12.377 30.760 -3.528
H 18.007 35.352 -7.387
C 20.139 24.922 -7.064
H 15.289 26.118 -14.954
H 20.915 24.949 -6.296
C 14.146 23.420 -13.268
H 24.839 31.482 -9.358
H 14.793 23.984 -7.421
H 23.922 31.492 -5.240
O 15.382 33.277 -10.151
O 13.165 28.627 -4.402
H 15.815 27.581 -2.830
O 16.683 29.070 -7.995
C 17.019 31.433 -8.172
H 19.563 25.818 -7.247
O 19.583 21.548 -7.367
O 18.908 33.473 -12.789
C 22.386 32.476 -3.999
O 16.635 38.290 -11.089
H 12.649 34.070 -3.684
H 20.969 27.443 -9.615
H 14.758 31.791 -4.686
S 11.368 24.603 -5.504
S 18.068 38.376 -10.994
H 15.987 31.641 -8.448
H 24.243 31.545 -3.488
C 14.465 30.857 -5.149
S 14.347 33.557 -11.120
H 24.900 32.997 -8.516
O 11.554 24.738 -4.074
H 21.458 32.737 -11.750
C 22.865 32.352 -8.997
O 16.601 27.655 -5.897
H 20.506 21.233 -5.512
C 18.496 39.725 -9.818
O 15.779 26.205 -11.529
H 13.680 32.286 -2.777
O 14.560 29.845 -2.702
C 17.770 19.908 -8.290
H 16.188 26.365 -4.094
H 18.517 39.183 -8.878
O 20.309 24.883 -9.654
S 21.150 24.737 -8.481
O 21.963 23.542 -8.429
H 13.731 30.961 -5.944
O 17.443 21.477 -6.219
O 20.238 29.939 -10.084
H 11.234 26.960 -5.914
H 12.437 32.874 -5.018
H 17.532 32.323 -10.736
H 15.884 26.471 -8.401
H 16.755 26.650 -14.070
O 18.166 34.131 -15.138
H 15.361 27.716 -14.063
O 17.337 25.206 -1.703
S 20.813 31.259 -10.118
O 10.131 24.103 -6.028
S 17.967 21.527 -7.548
H 18.617 29.882 -8.338
C 16.038 26.843 0.148
H 13.928 22.652 -11.233
H 13.962 24.813 -5.260
H 21.978 31.010 -12.258
H 16.688 19.806 -8.358
O 20.142 32.382 -9.531
O 15.263 24.277 -12.937
C 17.639 33.867 -12.233
H 15.819 23.585 -5.927
H 12.804 26.308 -6.087
C 13.346 23.087 -12.046
H 17.284 25.522 -7.828
H 22.867 33.160 -9.735
H 20.518 31.373 -7.214
H 17.507 26.584 -9.187
H 16.859 36.297 -9.560
C 21.974 27.088 -9.402
C 14.883 23.449 -6.480
H 19.235 30.986 -5.995
H 13.517 31.825 -8.580
H 16.563 26.274 0.914
H 20.651 35.666 -13.125
C 18.495 35.381 -8.357
H 22.358 26.425 -10.179
C 22.969 28.200 -9.131
C 20.212 20.687 -6.414
H 13.660 23.937 -14.097
C 12.656 33.756 -9.112
H 11.729 34.276 -8.864
H 18.456 34.410 -8.853
C 15.604 26.584 -3.209
S 20.368 33.083 -5.571
H 19.533 24.040 -6.876
H 12.320 32.515 -7.448
O 21.113 32.124 -4.516
O 15.187 24.115 -2.278
H 14.767 28.564 -0.003
C 21.233 31.680 -11.839
C 12.135 33.167 -4.017
H 15.270 30.238 -5.548
C 17.560 30.054 -8.545
H 15.009 22.379 -6.672
O 17.533 22.489 -8.525
H 15.415 35.253 -12.306
O 13.496 26.105 -12.607
H 22.777 33.466 -4.253
O 19.332 33.771 -4.870
H 17.016 34.264 -13.036
C 11.761 26.110 -6.344
H 23.007 30.484 -3.947
C 21.518 20.288 -7.088
H 14.698 22.525 -13.573
S 17.327 27.855 -7.132
H 11.764 31.836 -9.023
H 13.654 35.777 -11.853
O 18.641 37.106 -10.190
H 22.249 32.657 -2.929
H 15.786 28.587 1.446
H 19.655 36.417 -14.491
H 19.564 35.556 -8.224
S 13.703 29.829 -3.850
H 18.963 36.096 -12.940
O 12.831 33.675 -10.511
H 18.876 32.217 -7.179
O 18.739 28.070 -7.138
C 12.566 32.349 -8.497
H 13.943 23.180 -4.532
H 14.384 27.525 1.383
H 15.988 32.941 -11.224
C 19.703 35.726 -13.651
H 17.614 37.326 -8.456
C 14.590 35.289 -11.602
H 16.839 27.406 -0.338
C 17.852 36.511 -9.155
H 12.071 32.132 -2.117
H 22.172 19.599 -6.552
H 12.792 23.967 -11.712
H 18.191 19.235 -7.545
O 21.375 33.842 -6.266
H 11.067 33.320 -3.890
O 12.515 23.591 -6.050
H 22.311 32.745 -8.146
C 16.962 32.646 -11.611
H 22.160 21.146 -7.289
O 22.273 31.131 -9.458
H 24.386 31.623 -7.634
C 23.475 31.421 -4.255
O 15.240 26.011 -0.680
C 19.687 31.745 -6.630
C 12.643 32.083 -3.046
H 19.451 40.199 -10.025
H 17.581 32.187 -8.729
H 23.190 28.720 -10.062
H 17.726 40.481 -9.951
*
```


--- B ---
This record from the Open Molecules 2025 dataset describes a cluster of 12 separate species, C36H96O36S12 in total. The level of theory is the ωB97M-V functional and the def2-TZVPD basis.

Computed properties:
E_HOMO: -0.394 Eh
SMILES: CCOS(C)(=O)=O.CCOS(C)(=O)=O.CCOS(C)(=O)=O.CCOS(C)(=O)=O.CCOS(C)(=O)=O.CCOS(C)(=O)=O.CCOS(C)(=O)=O.CCOS(C)(=O)=O.CCOS(C)(=O)=O.CCOS(C)(=O)=O.CCOS(C)(=O)=O.CCOS(C)(=O)=O
Kohn-Sham gap: 10.7 eV

ORCA input file:
```
! wB97M-V def2-TZVPD RIJCOSX def2/J DEFGRID3
* xyz 0 1
H 11.408 -23.336 47.255
H 11.050 -22.588 35.794
H -0.075 -13.917 29.678
H 0.005 -15.840 31.101
C 10.230 -4.161 36.891
H 7.583 -31.510 40.269
C 2.188 -12.840 39.474
C -0.792 -13.006 26.839
O -2.673 -7.021 48.767
H -0.174 -12.652 27.665
H -2.660 -8.376 46.420
O 8.246 -2.836 35.632
C -7.720 -13.590 40.896
C 7.938 -20.764 46.671
H -4.319 -8.228 48.529
C -0.650 -15.831 30.230
H -1.878 -9.651 47.302
C 10.576 -22.312 45.519
O 9.986 -20.208 35.501
H -8.014 -4.622 34.744
H -8.575 -13.053 41.306
H -1.761 -12.513 26.921
S -1.742 -6.768 50.128
H -2.896 -9.052 49.336
O 2.471 -23.939 32.767
H 6.664 -26.227 42.412
C 6.126 -5.916 38.039
H 9.293 -29.336 41.181
H 4.221 -28.224 33.004
O -0.047 -24.303 33.363
S 8.452 -3.694 36.740
O 9.642 -18.812 46.591
O 1.582 -3.826 42.927
H -6.817 -17.406 38.358
O -2.437 -15.121 26.264
H 3.655 -2.464 42.480
O 10.891 -19.483 33.231
O 10.478 -21.169 46.286
O 8.896 -27.031 40.900
C 2.682 -26.848 32.362
S -7.515 -3.679 36.854
H -8.523 -2.794 34.701
O -6.891 -15.536 39.419
S 11.688 -13.172 37.589
O -9.028 -16.063 40.751
S -8.395 -15.027 39.908
H 3.197 -26.090 31.771
C 12.130 -15.485 38.765
C 1.947 -14.014 38.516
H -0.401 -12.770 25.850
H 1.636 -26.039 35.444
H 8.148 -5.711 38.204
H 13.418 -17.001 39.785
S 1.308 -2.294 42.374
O 1.422 -26.307 32.824
H -6.231 -14.796 36.852
C 12.086 -22.311 35.601
O -0.024 -15.573 27.215
O -1.009 -5.513 49.834
H -5.262 -4.079 38.462
H 9.217 -31.710 40.949
H 13.370 -15.269 40.544
H 12.825 -24.148 36.014
C 2.146 -5.463 44.636
C -4.659 -6.118 38.169
H 3.542 -18.462 38.779
C 8.593 -31.100 40.295
H 6.082 -6.489 38.966
H -3.522 -9.698 46.920
O 0.482 -1.574 43.374
C -2.762 -9.014 47.297
S 9.329 -20.033 45.836
H 10.634 -3.831 37.848
O 11.989 -21.396 34.498
H -3.546 -7.312 51.347
C -6.845 -16.331 38.179
H 0.873 -14.185 38.453
H 0.488 -4.332 44.356
C -3.236 -8.340 48.584
H 2.427 -27.574 31.591
H 1.647 -13.024 40.401
H 8.233 -21.731 47.079
H 12.664 -21.873 36.414
O 2.656 -15.103 38.963
C 1.551 -4.106 44.271
H 3.003 -25.011 35.093
H 9.909 -14.848 37.329
H 3.451 -17.218 40.111
O -6.232 -4.797 36.871
S -1.280 -14.834 27.175
H -6.982 -13.055 40.297
H -5.292 -6.991 38.010
S 2.841 -16.354 37.916
H 12.349 -15.753 37.731
H -7.876 -16.328 37.824
C -0.980 -14.519 29.750
C 7.531 -6.024 37.361
C -5.954 -15.840 36.999
H 11.232 -15.907 39.215
H 1.880 -5.703 45.665
C 3.478 -27.557 33.440
H -6.235 -16.384 36.098
H 1.613 -24.215 35.806
C -3.053 -6.343 51.280
H 14.252 -15.678 39.173
O 7.680 -5.123 36.316
H 7.159 -20.940 45.930
C 1.915 -25.028 35.145
H 3.237 -12.752 39.760
O 3.658 -15.960 36.787
H -6.598 -5.388 38.763
H -2.438 -6.126 52.154
H 8.973 -31.218 39.281
H 10.988 -24.424 46.050
H 3.030 -0.924 41.601
H 8.683 -21.237 33.049
H 3.961 -26.860 34.126
O 6.904 -26.495 39.560
H 12.503 -23.882 34.270
H -7.218 -13.998 41.773
H 11.374 -22.341 44.776
H 5.893 -4.906 38.376
O 8.042 -3.116 38.043
H 7.588 -20.184 47.525
O -1.910 -14.592 28.773
H -4.902 -15.914 37.275
H 14.011 -23.352 35.008
O -9.032 -14.504 38.706
H 4.800 -17.116 38.907
H 10.077 -22.412 32.937
C 9.469 -21.774 33.579
H 5.570 -27.689 42.020
C 8.320 -29.771 40.953
H -4.214 -6.063 39.163
H -1.569 -14.013 30.515
S 7.552 -27.336 40.546
H 9.122 -22.286 34.476
H 3.025 -0.970 43.357
O 0.725 -2.345 41.031
O 1.555 -16.936 37.666
H 9.138 -13.217 37.570
O -7.064 -2.428 37.402
C 10.676 -23.462 46.457
H 5.327 -6.129 37.329
C -7.854 -3.585 35.040
H 9.658 -23.654 46.798
H 3.211 -5.578 44.436
C 3.779 -17.446 39.097
C 13.315 -15.921 39.673
S 10.607 -20.522 34.239
H -1.536 -16.443 30.400
O 12.154 -13.710 36.307
C 3.002 -1.592 42.462
O 7.439 -28.948 40.192
H 1.636 -6.170 43.982
O -8.688 -4.333 37.445
H 7.920 -29.930 41.954
H 7.839 -7.027 37.068
H 9.763 -14.198 38.891
H 2.801 -28.210 33.990
H 7.208 -27.811 42.834
H 10.912 -3.772 36.135
C 6.573 -27.276 42.129
C 9.941 -13.896 37.859
O 8.941 -20.117 44.400
H 1.729 -11.943 39.057
O -0.988 -7.961 50.554
H 2.036 -13.690 37.478
C -5.742 -5.021 38.197
S 1.338 -24.723 33.406
H 9.788 -22.496 44.789
H -0.126 -16.425 29.482
O 12.284 -14.081 38.804
C 12.939 -23.460 35.176
O 11.776 -11.804 37.972
H -3.893 -5.917 37.420
H -3.565 -5.455 50.910
H 10.306 -5.231 36.696
H 1.677 -3.315 45.011
H -6.905 -3.356 34.556
*
```


Energy ordering: A at the bottom, the next structure 119.6 kcal/mol above.